The following is a DFT calculation (ωB97M-V/def2-TZVPD) of 2 unconnected molecules or ions with the total composition C4H5NS2 in a non-equilibrium geometry.

```
12
Properties=species:S:1:pos:R:3
C 0.28818 0.02767 0.47615
C -0.74592 0.94881 0.20574
C -1.53638 0.47688 -0.92629
C 0.43396 -1.11421 -0.51011
H 2.61810 -0.13084 0.97817
H 1.07699 0.90071 1.99246
H -0.78638 2.15848 0.61014
H 1.18759 -1.26235 -1.11290
H 0.09627 -2.12480 0.04814
N 1.34259 0.23267 1.35845
S -3.08990 0.88668 -1.42020
S -0.88509 -0.99971 -1.69975
```

Output
Maximum force in hartree/bohr: 0.1515
Gap between HOMO and LUMO in eV: 7.37
LUMO energy in eV: -0.6
Net charge: 0
DFT total energy in a.u.: -1006.407430

In the natural (NBO) picture, each atom carries the following charge in e: C 0.254; C -0.380; C -0.277; C -0.599; H 0.436; H 0.390; H 0.263; H 0.230; H 0.247; N -0.800; S -0.092; S 0.329



The following is a DFT calculation (ωB97M-V/def2-TZVPD) of 2 unconnected molecules or ions with the total composition C4H5O2 in a non-equilibrium geometry.

```
11
Properties=species:S:1:pos:R:3
C 0.69009 -0.11676 -1.24180
C 1.05084 -1.27057 -1.31897
O -1.06656 1.15055 -0.24769
C -0.07252 1.14148 -1.16647
H 1.38214 -2.29423 -1.33708
H -0.50711 1.40763 -2.15609
H 0.60264 2.00140 -0.95584
C -0.52773 -0.50502 2.09955
O 0.51894 -0.17797 2.60255
H -0.57650 -1.27088 1.29808
H -1.49422 -0.06563 2.42376
```

Output
Maximum force in hartree/bohr: 0.0302
Gap between HOMO and LUMO (spin up / spin down) in eV: 10.72 / 7.81
LUMO energy (spin up / spin down) in eV: 0.9 / -2.0
Multiplicity: 2
Net charge: 0
DFT total energy in a.u.: -305.705074

In the natural (NBO) picture, each atom carries the following charge in e: C -0.049; C -0.214; O -0.254; C -0.219; H 0.245; H 0.245; H 0.252; C 0.284; O -0.513; H 0.114; H 0.110